C27H45NO2P2Ru | wB97M-V/def2-TZVPD

- <S²> = 8.779
- gap between HOMO and LUMO (spin up / spin down) (eV) = 6.35 / 3.69

ORCA input file:
```
! RIJCOSX wB97M-V def2-TZVPD def2/J DEFGRID3
* xyz 1 6
Ru -0.59 -0.66 1.45
C -1.98 -1.11 3.46
C -1.60 -2.14 2.50
C 0.23 -1.61 3.88
C -0.86 -0.84 4.30
C -0.16 -2.38 2.71
C -3.36 -0.61 3.66
H -3.94 -0.70 2.74
H -3.34 0.45 3.96
H -3.89 -1.16 4.46
C -0.91 0.10 5.44
H -1.72 0.82 5.31
H 0.05 0.65 5.52
H -1.06 -0.41 6.40
C 1.55 -1.73 4.52
H 1.51 -2.38 5.40
H 1.90 -0.74 4.86
H 2.28 -2.16 3.82
C 0.60 -3.51 2.15
H 0.57 -4.39 2.82
H 1.66 -3.24 2.03
H 0.20 -3.81 1.17
C -2.53 -3.04 1.77
H -2.79 -3.90 2.41
H -2.07 -3.41 0.85
H -3.45 -2.52 1.51
C -1.07 1.33 0.75
C -2.22 0.52 0.66
C -2.71 -0.15 -0.59
C -1.65 -1.01 -1.32
C -0.49 -1.51 -0.47
C 0.69 -0.75 -0.21
C 0.95 0.64 -0.70
C -0.19 1.66 -0.43
H -3.09 0.59 -1.31
H -1.27 -0.44 -2.19
H -3.57 -0.78 -0.31
H -0.80 1.78 -1.34
H -1.04 2.08 1.55
H -3.00 0.74 1.40
H 0.30 2.61 -0.20
H 1.85 1.03 -0.19
H 1.60 -1.33 -0.03
H 1.17 0.68 -1.78
H -2.17 -1.90 -1.72
H -0.34 -2.60 -0.52
P -0.67 0.91 -4.37
C -0.76 2.75 -4.52
C -1.96 0.57 -5.64
P 1.60 -0.87 -5.11
C 0.79 0.76 -5.52
C 1.06 -1.79 -6.63
C 3.24 -0.42 -5.82
H 0.10 3.20 -4.02
H -1.68 3.09 -4.03
H -0.77 3.02 -5.59
H -1.80 1.23 -6.51
H -2.94 0.77 -5.19
H -1.94 -0.48 -5.96
H 3.11 -0.08 -6.86
H 3.86 -1.32 -5.79
H 3.70 0.37 -5.22
H 1.50 1.59 -5.32
H 0.45 0.77 -6.57
H 1.64 -2.71 -6.65
H 1.28 -1.19 -7.52
H 0.00 -2.05 -6.59
O 1.83 3.26 1.18
C 2.14 2.96 2.33
C 3.23 3.76 3.08
C 3.32 3.08 4.41
C 2.25 1.99 4.34
O 2.03 1.25 5.31
N 1.64 1.95 3.11
H 4.17 3.71 2.53
H 2.92 4.81 3.16
H 4.31 2.62 4.55
H 3.12 3.75 5.25
*
```